Formula: C3H4N4O
Source: OMol25
Level of theory: ωB97M-V/def2-TZVPD

The geometry in ORCA input format:
```
! RIJCOSX wB97M-V def2-TZVPD def2/J DEFGRID3
* xyz 0 1
H 1.097 2.459 0.336
N 0.203 1.931 -0.060
C 0.476 0.678 0.035
N 1.622 -0.177 0.259
N 1.320 -1.470 -0.011
C 0.029 -1.534 -0.058
N -0.457 -0.285 0.014
C -1.753 0.192 -0.006
O -2.744 -0.532 0.170
H 2.656 -0.031 -0.205
H -0.587 -2.472 -0.157
H -1.862 1.241 -0.317
*
```

The LUMO energy comes out at 0.0191 hartree. The calculation puts the energy at -11181.745 eV. Its strongest force on any atom is 5.3 eV Å⁻¹. The structure (SMILES) is [H]/N=c1\[nH]ncn1C=O. As for the HOMO energy: -0.3269 Eh. The HOMO-LUMO gap is 9.41 eV.